Entry 1:
The following is a quantum chemistry calculation of C39H39AsBr2KN4O3 as an isolated structure in a non-equilibrium geometry, from the Open Molecules 2025 dataset.

The calculation puts the total energy at -270422.9796 eV. Its net charge is +1. As for the LUMO energy: -2.53 eV. The calculation puts the HOMO energy at -10.91 eV.

Each line ends with the Löwdin charge.
Cartesian coordinates (Å):
1 C -1.138 2.685 -2.135  -0.108
2 H -3.447 5.479 3.688  0.095
3 H -0.173 -4.812 -1.293  0.131
4 C -2.905 3.983 2.227  -0.107
5 C -0.355 -4.224 -0.387  -0.043
6 H 5.648 -1.273 1.960  0.108
7 H -3.659 -4.041 -0.589  0.057
8 C 0.903 -2.165 -3.588  -0.106
9 C 1.374 -2.781 -4.750  -0.085
10 H -3.280 -0.284 -1.092  0.085
11 H 4.627 -2.831 -3.778  0.101
12 H -7.298 0.617 -2.213  0.138
13 O 3.057 2.578 2.270  -0.037
14 C -2.178 2.812 2.041  -0.309
15 C -0.990 -2.213 3.304  -0.046
16 H -5.396 -0.858 -2.284  0.115
17 C -2.847 4.626 3.468  -0.066
18 C -1.363 2.298 3.070  -0.060
19 H 1.812 -5.941 0.363  0.096
20 H -0.246 -1.456 3.574  0.079
21 K 0.592 -0.858 0.024  0.738
22 C 5.027 -2.500 -1.054  -0.064
23 C 0.193 4.647 -2.582  -0.082
24 H 2.392 -4.602 -0.711  0.064
25 C -6.189 2.201 -1.209  -0.069
26 H -0.871 1.381 2.783  0.077
27 H -3.579 4.407 1.389  0.127
28 C -6.299 0.947 -1.762  -0.080
29 H -0.505 4.411 0.775  0.107
30 C -3.943 1.691 -0.509  -0.264
31 H 0.708 5.797 -0.898  0.109
32 H 5.416 -3.162 -1.847  0.118
33 N 2.616 2.209 0.125  0.027
34 H 3.358 2.865 -0.037  0.149
35 H -2.594 -4.864 -1.685  0.082
36 H -1.087 -2.921 4.141  0.098
37 H -1.877 -1.594 3.226  0.074
38 C 3.087 2.207 3.649  -0.028
39 H 3.275 -0.646 1.730  0.115
40 C 1.995 -4.853 0.271  -0.031
41 C 0.666 -4.164 0.549  -0.286
42 O 1.512 0.990 1.715  -0.007
43 C -4.080 0.433 -1.134  -0.114
44 C -5.236 0.061 -1.717  -0.094
45 C -0.441 3.490 -3.043  -0.067
46 C 3.784 -1.076 0.864  -0.109
47 C -1.339 2.952 4.316  -0.074
48 Br 7.441 -3.028 0.321  0.780
49 C 2.303 1.849 1.422  -0.569
50 C -4.988 2.567 -0.595  -0.087
51 H -1.695 1.862 -2.495  0.095
52 H 1.279 -3.415 2.413  0.111
53 H -4.995 3.536 -0.199  0.078
54 H 0.653 5.318 -3.287  0.109
55 O -1.521 0.398 0.456  -0.585
56 C 2.712 -3.070 -4.725  -0.658
57 C -0.443 4.110 -0.270  -0.056
58 C -2.058 4.095 4.521  -0.070
59 C -2.759 -3.924 -1.132  -0.028
60 H 2.277 1.520 3.885  0.085
61 Br 3.616 -3.903 -6.178  0.782
62 N 1.975 1.629 -0.956  0.057
63 C -1.143 2.999 -0.795  -0.304
64 H -0.114 -1.884 -3.716  0.104
65 C 5.095 -1.463 1.061  -0.078
66 H -2.089 4.630 5.492  0.122
67 C -1.607 -3.718 -0.130  -0.266
68 C 5.718 -2.225 0.109  -0.644
69 C 0.454 -3.527 1.764  -0.046
70 H 2.741 -4.597 1.056  0.086
71 H -2.836 -2.809 1.424  0.124
72 H -2.799 -3.053 -1.851  0.091
73 H 0.766 -2.999 -5.630  0.119
74 C 3.723 -2.046 -1.168  -0.232
75 H 1.457 2.225 -1.562  0.056
76 H -0.722 2.556 5.058  0.086
77 C -1.848 -3.096 1.092  0.003
78 C 2.978 -2.219 -2.509  -0.181
79 H -7.009 2.890 -1.231  0.106
80 N 1.647 -1.921 -2.487  0.085
81 H 4.082 1.793 3.833  0.095
82 C -0.762 -2.898 2.002  -0.292
83 As -2.206 1.890 0.329  1.199
84 C 0.187 4.908 -1.236  -0.090
85 N 3.102 -1.361 -0.240  0.035
86 C 3.547 -2.762 -3.655  -0.083
87 H 2.574 1.041 -1.499  0.076
88 H -0.430 3.270 -4.115  0.114
89 H 2.967 3.188 4.193  0.116

---

Entry 2:
The following is a quantum chemistry calculation of C14H31HgN2O8 as an isolated structure in a non-equilibrium geometry, from the Open Molecules 2025 dataset.

The calculation puts the total energy at -38555.7996 eV. Its net charge is -1. As for the LUMO energy: 2.24 eV. The calculation puts the HOMO energy at -4.71 eV.

Each line ends with the Löwdin charge.
Cartesian coordinates (Å):
1 H 2.678 -1.580 -0.708  0.114
2 H 2.205 -5.118 0.260  0.084
3 C 2.874 -1.883 0.331  -0.230
4 C 2.546 -0.695 1.221  -0.384
5 H -3.769 0.639 -2.584  0.044
6 H -2.910 -2.527 0.343  0.081
7 H 3.290 4.353 -0.088  0.056
8 H 1.067 0.399 1.944  0.067
9 H -0.662 1.337 4.810  0.054
10 H 2.120 5.396 0.764  0.065
11 H -3.198 -1.037 1.143  0.094
12 N 1.131 -0.292 1.200  0.022
13 O 1.503 2.474 -0.474  -0.168
14 H -1.553 -2.849 -1.364  0.125
15 C -0.640 -1.197 -2.374  -0.410
16 H 3.971 -1.957 0.267  0.127
17 C -0.988 -1.957 -1.099  -0.173
18 C 2.255 4.693 -0.057  -0.037
19 H -4.963 1.918 -2.224  0.063
20 O -1.668 2.075 -1.677  -0.181
21 H -0.054 -2.189 -0.577  0.106
22 H 1.347 -0.463 -2.388  0.077
23 H -1.472 -0.498 -2.526  0.126
24 O -1.590 -1.025 -0.180  -0.271
25 H 2.936 -1.994 2.974  0.072
26 N 0.406 -0.177 -2.134  0.022
27 H -2.318 0.671 4.738  0.059
28 C -2.910 2.366 -1.494  -0.730
29 O 0.080 3.914 0.456  -0.005
30 C -0.350 -2.035 -3.619  -0.058
31 O -3.288 3.141 -0.615  0.016
32 C 2.997 -0.945 2.670  -0.053
33 O 2.341 -3.095 0.795  -0.168
34 C 2.473 -4.132 -0.147  -0.122
35 H -3.682 2.092 -3.438  0.066
36 C 1.193 3.605 0.030  -0.767
37 H 2.028 5.207 -0.995  0.072
38 C -1.678 1.508 4.445  -0.044
39 O -2.588 2.830 2.737  0.002
40 H 0.438 -2.749 -3.377  0.071
41 H 0.204 0.599 -2.758  0.080
42 H -1.224 -2.524 -4.065  0.073
43 O -1.214 1.202 2.097  -0.175
44 H 3.207 0.107 0.886  0.140
45 H 0.581 -1.096 1.494  0.091
46 H 2.407 -0.332 3.350  0.077
47 H 3.460 -4.439 -0.505  0.090
48 H 4.060 -0.753 2.848  0.075
49 H 1.681 -3.984 -0.886  0.078
50 H -1.948 2.404 5.005  0.060
51 C -2.900 -1.444 0.178  -0.078
52 C -3.917 1.713 -2.435  -0.038
53 H -3.621 -1.197 -0.604  0.090
54 H -0.108 -1.417 -4.487  0.075
55 Hg -0.348 1.112 -0.076  1.203
56 C -1.920 1.824 2.970  -0.728

---

Entry 3:
The following is a quantum chemistry calculation of a 4-piece molecular cluster, C21H23BF25IO6PS overall in a non-equilibrium geometry, from the Open Molecules 2025 dataset.

The calculation puts the total energy at -131264.3217 eV. Its net charge is +1. As for the LUMO energy: -4.74 eV. The calculation puts the HOMO energy at -12.08 eV.

Each line ends with the Löwdin charge.
Cartesian coordinates (Å):
1 C -0.783 -2.360 1.564  -0.218
2 C 3.049 1.066 4.230  -0.289
3 O 5.471 -0.229 2.015  0.051
4 F 4.977 2.343 4.409  0.118
5 H 5.580 3.544 -0.932  0.177
6 F 5.163 4.416 -4.293  0.151
7 C -0.321 -1.490 2.249  0.180
8 H 0.601 -2.797 -0.770  0.082
9 C 4.379 1.453 3.573  -0.439
10 C 0.218 -4.734 -1.726  -0.322
11 C 4.478 3.545 -5.051  -0.532
12 H 5.346 -0.454 4.092  0.147
13 O 3.522 2.877 -4.294  0.040
14 H -0.095 -5.645 -1.206  0.081
15 O -0.112 -5.942 1.446  -0.233
16 H -3.121 -1.018 0.713  0.060
17 F -2.119 -6.426 0.238  -0.127
18 F 2.931 0.201 0.848  0.087
19 H 3.609 4.074 -2.584  0.147
20 H 3.213 0.621 5.215  0.177
21 F 6.313 3.262 -6.508  0.108
22 H -3.592 -3.576 -2.016  0.134
23 F -4.724 1.505 2.274  0.095
24 C 3.705 -0.844 0.505  -0.270
25 H 4.282 -0.568 -0.379  0.165
26 C 4.624 -1.258 1.653  -0.532
27 F -4.676 1.637 -0.427  0.074
28 H -6.760 3.474 2.514  0.148
29 F -8.722 0.942 -0.054  0.094
30 H -4.649 -1.962 1.013  0.103
31 C 5.402 0.322 3.329  -0.030
32 C -5.553 2.395 0.291  -0.299
33 H 2.183 -5.709 -1.441  0.054
34 F 2.281 2.168 4.390  0.101
35 B -3.167 -2.999 -0.205  -0.515
36 F 4.157 2.107 2.411  0.130
37 F -8.531 3.601 0.996  0.148
38 H 2.201 -3.974 -1.147  0.017
39 H 4.815 1.945 -6.480  0.176
40 C 5.733 2.664 -1.562  -0.300
41 H 6.379 0.784 3.467  0.153
42 C 1.770 -4.757 -1.775  -0.622
43 F 3.686 1.768 -0.925  0.087
44 H -4.372 -1.215 -0.573  0.087
45 S -1.430 -5.480 1.285  0.504
46 F 6.381 1.724 -0.827  0.092
47 O -2.253 -5.396 2.421  -0.219
48 H -5.083 3.362 0.489  0.176
49 F 3.937 -1.718 2.718  0.140
50 F 2.330 0.202 3.475  0.063
51 H 2.478 2.765 -2.607  0.147
52 C 4.398 2.094 -2.044  -0.427
53 C -6.865 2.390 2.559  -0.041
54 F 5.401 -2.276 1.230  0.158
55 I 2.462 -4.350 -3.782  0.786
56 H -6.531 2.115 3.559  0.149
57 F 6.543 2.991 -2.581  0.108
58 H 0.321 -0.703 2.602  0.057
59 C -3.874 -1.690 0.281  -0.005
60 F -10.532 2.142 -0.204  0.108
61 C -0.266 -3.392 -1.088  -0.254
62 C -5.897 1.672 1.595  -0.436
63 C -9.112 2.570 1.633  -0.532
64 C 5.394 2.573 -5.799  -0.286
65 H -0.180 -4.780 -2.743  0.074
66 H -10.244 0.766 1.211  0.177
67 F 6.057 1.774 -4.941  0.099
68 O -8.231 1.990 2.539  0.043
69 F -6.628 2.584 -0.486  0.108
70 F 2.862 -1.865 0.179  0.071
71 F 4.585 0.938 -2.722  0.127
72 F -6.367 0.431 1.336  0.121
73 O -3.787 -3.829 -1.102  0.119
74 F -10.121 3.089 2.359  0.156
75 C -9.696 1.537 0.666  -0.283
76 P -1.355 -3.525 0.383  1.029
77 C 3.500 3.030 -2.879  -0.039
78 H -0.776 -2.772 -1.840  0.112
79 F 3.803 4.277 -5.960  0.152

---

Which value of net charge does entry 1 give?
+1